(1)
Density functional theory data (wB97M-V/def2-TZVPD) for a 2-piece molecular cluster, C3H11N2S overall in a non-equilibrium geometry.

Element x y z (Å)
C  1.1141  -0.5208  -2.2836
S  0.9145  0.5041  -0.7395
C  -0.4591  1.6097  -1.3141
H  0.2321  -0.5361  -2.9452
H  1.9741  -0.1571  -2.8332
H  1.1877  -1.5868  -2.0291
H  -1.2735  1.6895  -0.5636
H  -0.9489  1.1326  -2.1598
H  -0.1523  2.6225  -1.5663
N  -0.6829  -1.4057  0.8660
C  -0.7917  -0.9886  2.1077
N  -0.8869  0.2926  2.4295
H  0.0359  -0.9469  0.1800
H  -0.9764  -2.3721  0.8145
H  -1.2901  -1.7069  2.7590
H  -1.3460  0.6579  3.2484
H  -0.7811  0.9829  1.7004

Output
- HOMO-LUMO gap: 0.3374 Eh
- Multiplicity: 1
- Total charge: +1

Quick look at the Mulliken charges, all values in e:
1 C -0.812
2 S -0.121
3 C -0.713
4 H 0.310
5 H 0.308
6 H 0.338
7 H 0.277
8 H 0.280
9 H 0.324
10 N -0.209
11 C 0.216
12 N -0.259
13 H 0.076
14 H 0.246
15 H 0.321
16 H 0.267
17 H 0.150


(2)
Density functional theory data (wB97M-V/def2-TZVPD) for a 4-piece molecular cluster, C21H52BrN3O2 overall in a non-equilibrium geometry.

Element x y z (Å)
Br  6.3496  -3.4813  -17.7690
C  11.5754  -0.6907  -18.0659
N  10.2477  -1.4854  -17.9267
C  10.4658  -2.9024  -17.4016
C  9.3537  -0.6738  -16.9720
C  9.5743  -1.5981  -19.3225
C  10.0636  -2.6896  -20.2904
O  11.4945  -2.7844  -20.4480
H  11.4770  0.3555  -18.3556
H  12.3591  -1.0942  -18.7070
H  11.9913  -0.5035  -17.0759
H  11.1294  -3.4303  -18.0865
H  9.4977  -3.4028  -17.3808
H  10.8066  -2.7799  -16.3736
H  9.9809  -0.4248  -16.1160
H  8.4881  -1.2624  -16.6680
H  8.9538  0.1965  -17.4923
H  9.5487  -0.5649  -19.6689
H  8.6276  -2.0021  -18.9638
H  9.7124  -2.4773  -21.3002
H  9.7625  -3.7192  -20.0966
H  11.6706  -3.6548  -20.8126
C  8.8673  -10.1790  -19.9156
N  8.1012  -8.8673  -19.7590
C  7.7151  -8.2793  -21.1443
C  6.7537  -9.2790  -19.0139
C  9.0112  -7.8642  -18.9492
C  8.4933  -6.4252  -18.7074
O  7.4042  -6.5152  -17.8055
H  8.2944  -10.9144  -20.4804
H  9.0201  -10.6706  -18.9549
H  9.7856  -9.9904  -20.4718
H  6.7116  -8.6463  -21.3596
H  8.5213  -8.4309  -21.8621
H  7.6140  -7.1944  -21.1747
H  6.0063  -8.4918  -19.1125
H  6.9537  -9.5386  -17.9743
H  6.4032  -10.1220  -19.6094
H  9.9440  -7.9144  -19.5108
H  9.2734  -8.3555  -18.0122
H  8.2195  -5.9511  -19.6499
H  9.2878  -5.7809  -18.3308
H  7.0991  -5.6226  -17.6273
C  5.2207  0.2270  -26.1406
C  3.9130  0.8759  -25.7054
C  3.5875  0.4503  -24.1660
C  4.6688  0.9015  -23.1271
N  4.2754  0.8279  -21.6413
C  5.2751  1.5967  -20.7862
C  6.3230  0.6157  -20.2723
C  5.8434  -0.8010  -20.7824
C  4.4015  -0.6436  -21.2844
C  2.8443  1.4000  -21.3324
C  2.6489  2.8909  -21.6648
C  1.5144  3.6116  -20.9092
H  5.1747  -0.8367  -26.3738
H  6.0295  0.4767  -25.4539
H  5.5043  0.6445  -27.1068
H  3.1030  0.5786  -26.3714
H  3.9326  1.9625  -25.6216
H  3.4126  -0.6246  -24.2124
H  2.6205  0.8852  -23.9135
H  4.7242  1.9711  -23.3291
H  5.6805  0.5019  -23.1974
H  4.6434  1.9614  -19.9763
H  5.6437  2.3797  -21.4488
H  6.4078  0.6438  -19.1859
H  7.3203  0.9193  -20.5906
H  5.9550  -1.3922  -19.8736
H  6.4394  -1.1647  -21.6194
H  3.6939  -0.8349  -20.4777
H  4.0413  -1.2827  -22.0905
H  2.6595  1.2535  -20.2682
H  2.1399  0.6786  -21.7466
H  2.4714  3.0191  -22.7326
H  3.5308  3.4509  -21.3535
H  1.6659  3.2754  -19.8835
H  0.5072  3.3783  -21.2546
H  1.6501  4.6930  -20.9013

Output
- HOMO-LUMO gap: 0.2973 Eh
- Multiplicity: 1
- Total charge: +2

Quick look at the Mulliken charges, all values in e:
1 Br -0.736
2 C -0.911
3 N 0.113
4 C -0.798
5 C -0.754
6 C -0.453
7 C -0.488
8 O -0.544
9 H 0.412
10 H 0.322
11 H 0.416
12 H 0.323
13 H 0.244
14 H 0.430
15 H 0.365
16 H 0.314
17 H 0.330
18 H 0.475
19 H 0.233
20 H 0.508
21 H 0.012
22 H 0.347
23 C -0.958
24 N 0.031
25 C -0.765
26 C -0.957
27 C -0.882
28 C 0.324
29 O -0.445
30 H 0.402
31 H 0.399
32 H 0.423
33 H 0.343
34 H 0.368
35 H 0.323
36 H 0.362
37 H 0.326
38 H 0.486
39 H 0.394
40 H 0.436
41 H 0.146
42 H 0.058
43 H 0.049
44 C -1.093
45 C -0.619
46 C -0.724
47 C -0.821
48 N 0.447
49 C -0.745
50 C -0.677
51 C 0.130
52 C -1.022
53 C -1.135
54 C -0.097
55 C -1.401
56 H 0.304
57 H 0.299
58 H 0.377
59 H 0.381
60 H 0.354
61 H 0.380
62 H 0.296
63 H 0.349
64 H 0.537
65 H 0.437
66 H 0.374
67 H 0.406
68 H 0.310
69 H -0.064
70 H 0.306
71 H 0.440
72 H 0.415
73 H 0.624
74 H 0.611
75 H 0.252
76 H 0.275
77 H 0.355
78 H 0.347
79 H 0.374


(3)
Density functional theory data (wB97M-V/def2-TZVPD) for C2H3CuLiO as an isolated structure in a non-equilibrium geometry.

Element x y z (Å)
O  0.2023  1.7759  -0.1660
C  -0.7942  1.4938  -0.7228
Cu  -2.4796  -0.8173  1.3115
Li  -1.9568  -2.5051  0.1937
H  -1.6125  2.0033  -1.2002
C  -1.5822  -0.3666  -0.5406
H  -2.6041  -0.3005  -0.9073
H  -0.9328  -0.8755  -1.2518

Output
- HOMO-LUMO gap (spin up / spin down): 0.2522 / 0.2333 Eh
- Multiplicity: 3
- Expectation value of S²: 2.014
- Total charge: +1

Quick look at the Mulliken charges, all values in e:
1 O -0.226
2 C 0.201
3 Cu 0.058
4 Li 0.680
5 H 0.359
6 C -1.266
7 H 0.675
8 H 0.519


(4)
Density functional theory data (wB97M-V/def2-TZVPD) for C25H39IrO as an isolated structure in a non-equilibrium geometry.

Element x y z (Å)
C  1.1214  -1.9350  0.3071
C  1.6354  -1.2286  -0.8379
C  0.9085  -1.6579  -2.0007
C  -0.0616  -2.6361  -1.5783
C  0.0676  -2.8108  -0.1504
Ir  -0.5284  -0.8059  -0.5365
C  -2.4569  1.4545  -1.4310
C  -1.8379  0.9312  -0.2419
H  -1.4010  1.5955  0.5673
C  -2.2710  -0.4673  0.2941
H  -3.1952  -0.7112  -0.2881
H  -2.3214  -0.4749  1.4219
C  -2.8668  2.9354  -1.4827
H  -2.2591  3.6125  -0.8166
H  -2.7198  3.3771  -2.4981
H  -3.9390  3.0114  -1.1897
C  -2.5043  0.5850  -2.6989
H  -1.6819  -0.1935  -2.7289
H  -3.5188  0.0801  -2.7135
H  -2.3565  1.2014  -3.6239
C  2.7490  -0.2451  -0.7931
H  2.6149  0.4231  0.0639
H  3.7176  -0.7473  -0.6880
H  2.7574  0.3607  -1.6984
C  1.1388  -1.1791  -3.3983
H  1.3346  -0.1008  -3.3912
H  2.0057  -1.6844  -3.8440
H  0.2600  -1.3815  -4.0180
C  -1.0139  -3.3966  -2.4424
H  -0.9074  -3.0940  -3.4848
H  -0.8303  -4.4734  -2.3654
H  -2.0429  -3.2099  -2.1193
C  -0.7174  -3.7736  0.6781
H  -1.7649  -3.7677  0.3666
H  -0.3334  -4.7930  0.5677
H  -0.6571  -3.4922  1.7304
C  1.6587  -1.8193  1.6929
H  0.9926  -2.3343  2.3885
H  2.6611  -2.2604  1.7617
H  1.7206  -0.7620  1.9724
C  1.6068  2.4321  -1.7797
C  0.3226  2.4358  -2.1764
C  2.7264  3.0528  -2.1830
C  0.2260  2.6925  -3.4823
H  -0.7156  2.3044  -1.8908
C  2.6823  3.3780  -3.6208
H  3.6739  3.1697  -1.4323
C  1.2441  3.1794  -4.3899
H  -0.7059  2.6355  -4.1345
H  3.6094  3.7602  -4.1067
H  1.3986  3.4212  -5.3992
C  0.6942  0.1616  4.6558
C  -0.4328  0.3273  3.6523
O  -0.0916  1.1878  2.5562
C  0.0444  2.5782  2.8824
C  -1.2285  3.2120  3.4228
H  1.6298  -0.1390  4.1700
H  0.4156  -0.6162  5.3724
H  0.8640  1.0896  5.2137
H  -0.6748  -0.6388  3.1834
H  -1.3351  0.7177  4.1533
H  0.8564  2.6893  3.6211
H  0.3438  3.0488  1.9343
H  -1.4097  2.9000  4.4579
H  -1.1096  4.2989  3.4199
H  -2.1059  2.9595  2.8150

Output
- HOMO-LUMO gap (spin up / spin down): 0.2858 / 0.2182 Eh
- Multiplicity: 6
- Expectation value of S²: 8.773
- Total charge: +1

Quick look at the Mulliken charges, all values in e:
1 C 0.564
2 C 0.292
3 C 0.416
4 C 0.560
5 C 0.462
6 Ir 0.381
7 C 0.543
8 C 0.535
9 H 0.204
10 C -1.741
11 H 0.420
12 H 0.303
13 C -1.109
14 H 0.313
15 H 0.338
16 H 0.355
17 C -1.058
18 H 0.169
19 H 0.338
20 H 0.357
21 C -1.237
22 H 0.302
23 H 0.354
24 H 0.355
25 C -1.114
26 H 0.139
27 H 0.354
28 H 0.313
29 C -1.621
30 H 0.372
31 H 0.389
32 H 0.357
33 C -1.476
34 H 0.373
35 H 0.331
36 H 0.426
37 C -0.901
38 H 0.406
39 H 0.292
40 H -0.011
41 C -0.064
42 C 1.808
43 C -0.615
44 C -0.111
45 H -1.054
46 C -0.207
47 H 0.273
48 C -1.092
49 H 0.081
50 H 0.372
51 H 0.480
52 C -1.412
53 C -0.331
54 O -0.045
55 C -0.463
56 C -1.210
57 H 0.297
58 H 0.408
59 H 0.391
60 H 0.106
61 H 0.541
62 H 0.553
63 H 0.215
64 H 0.334
65 H 0.430
66 H 0.268


The records above yield relative energy (zero: lowest compared OMol25 entry of this formula, charge and spin) values of 106.00 270.52 261.73 134.79 kJ/mol, respectively.